Entry 1:
A molecular structure, C43H65N8O4P in a non-equilibrium geometry, computed with ωB97M-V/def2-TZVPD.

Values from the calculation:
Net charge   0
LUMO energy   0.34 eV

Cartesian coordinates (Å):
C -6.552 -3.471 -0.567
C -5.840 -3.102 -1.869
C -4.385 -2.683 -1.650
C -4.264 -1.476 -0.711
C -3.463 -1.767 0.552
C -3.644 -0.617 1.563
C -2.315 -0.237 2.205
C -2.439 0.918 3.208
C -1.880 2.240 2.635
C -2.965 3.024 1.936
C -2.463 4.300 1.247
O -1.008 4.339 1.266
P -0.351 5.647 0.633
O 0.174 6.495 1.666
O -1.391 6.481 -0.214
O 0.806 5.188 -0.359
H -7.435 -4.056 -0.789
H -6.887 -2.563 -0.072
H -5.880 -3.976 0.118
H -5.854 -3.971 -2.521
H -6.350 -2.283 -2.368
H -3.812 -3.530 -1.290
H -3.994 -2.394 -2.622
H -5.252 -1.174 -0.376
H -3.857 -0.606 -1.216
H -3.862 -2.677 0.989
H -2.407 -1.883 0.326
H -4.055 0.220 1.004
H -4.381 -0.905 2.307
H -1.971 -1.150 2.680
H -1.639 0.039 1.398
H -3.503 1.067 3.377
H -2.020 0.692 4.182
H -1.079 1.964 1.968
H -1.450 2.788 3.466
H -3.743 3.281 2.645
H -3.426 2.399 1.178
H -2.851 5.171 1.761
H -2.805 4.292 0.220
H -1.779 5.969 -0.946
H 1.101 4.306 -0.069
N 1.698 1.436 -0.413
C 0.378 1.236 -0.102
C -0.207 0.592 -1.158
C 0.799 0.394 -2.145
C 1.962 0.922 -1.654
H 2.370 1.888 0.181
H -0.023 1.567 0.837
H -1.241 0.292 -1.218
H 0.681 -0.085 -3.102
H 2.951 0.975 -2.077
N -1.937 -6.504 1.800
C -1.601 -6.245 3.099
C -0.910 -5.064 3.124
C -0.830 -4.590 1.785
C -1.475 -5.503 0.993
H -2.446 -7.310 1.485
H -1.881 -6.919 3.890
H -0.507 -4.591 4.006
H -0.357 -3.684 1.444
H -1.643 -5.524 -0.070
N 4.433 0.699 3.627
C 3.744 1.403 2.679
C 4.406 2.583 2.466
C 5.544 2.587 3.317
C 5.532 1.412 4.018
H 4.171 -0.203 3.982
H 2.844 1.003 2.243
H 4.112 3.360 1.779
H 6.283 3.365 3.404
H 6.209 1.024 4.759
N 1.800 6.086 -4.457
C 1.886 7.362 -4.943
C 1.363 8.204 -3.999
C 0.948 7.404 -2.899
C 1.234 6.102 -3.211
H 2.107 5.262 -4.941
H 2.310 7.560 -5.912
H 1.286 9.275 -4.085
H 0.495 7.747 -1.983
H 1.084 5.194 -2.660
N -7.969 -1.734 4.850
C -6.639 -1.856 4.552
C -5.977 -0.828 5.167
C -6.944 -0.058 5.867
C -8.163 -0.644 5.653
H -8.692 -2.350 4.528
H -6.282 -2.660 3.930
H -4.915 -0.648 5.122
H -6.765 0.823 6.459
H -9.146 -0.380 6.001
N 2.125 -2.849 2.334
C 3.347 -2.756 1.729
C 3.717 -1.434 1.735
C 2.677 -0.707 2.373
C 1.711 -1.608 2.731
H 1.606 -3.700 2.467
H 3.846 -3.630 1.346
H 4.630 -1.033 1.330
H 2.641 0.356 2.548
H 0.767 -1.473 3.232
N 4.009 -2.081 -1.636
C 3.796 -2.543 -2.904
C 4.911 -2.261 -3.649
C 5.836 -1.608 -2.792
C 5.249 -1.514 -1.558
H 3.354 -2.148 -0.875
H 2.873 -3.029 -3.169
H 5.046 -2.501 -4.690
H 6.819 -1.248 -3.049
H 5.610 -1.093 -0.637
N 6.918 -1.653 -6.855
C 8.001 -1.225 -7.573
C 7.796 -1.564 -8.883
C 6.537 -2.219 -8.959
C 6.020 -2.256 -7.692
H 6.801 -1.541 -5.864
H 8.820 -0.720 -7.092
H 8.471 -1.364 -9.698
H 6.065 -2.616 -9.842
H 5.095 -2.658 -7.315

---

Entry 2:
2 unconnected molecules or ions with the total composition C3H11N2S in a non-equilibrium geometry, computed with ωB97M-V/def2-TZVPD.

Values from the calculation:
Energy above the lowest of the compared OMol25 structures with the same formula, charge and spin   13.6 kcal per mole
Net charge   +1
LUMO energy   -3.89 eV

Cartesian coordinates (Å):
C -1.511 -0.913 -2.577
C -2.015 -0.978 -1.149
S -0.610 -1.373 0.008
H -1.005 -1.831 -2.855
H -0.814 -0.097 -2.732
H -2.355 -0.806 -3.246
H -2.467 -0.060 -0.802
H -2.665 -1.827 -0.976
H -1.130 -2.448 0.603
N 2.021 2.069 2.530
C 1.975 0.911 1.902
N 1.614 0.806 0.647
H 1.442 2.857 2.280
H 2.548 2.138 3.387
H 2.141 0.001 2.471
H 1.301 -0.127 0.364
H 1.531 1.678 0.145

---

Entry 3:
C5H13NS in the gas phase in a non-equilibrium geometry, computed with ωB97M-V/def2-TZVPD.

Values from the calculation:
Energy above the lowest of the compared OMol25 structures with the same formula, charge and spin   12.8 kcal per mole
Net charge   0
LUMO energy   1.03 eV
Structure (SMILES)   CSCC[C@@H](C)N

Cartesian coordinates (Å):
C -2.211 -1.736 1.900
S -0.475 -1.458 2.429
C 0.218 -1.042 0.793
C 0.134 0.426 0.400
C 0.487 0.650 -1.098
C 0.706 2.151 -1.342
N 1.730 -0.045 -1.434
H -2.952 -1.742 2.704
H -2.541 -0.872 1.320
H -2.261 -2.679 1.377
H -0.093 -1.687 -0.029
H 1.259 -1.317 0.966
H -0.944 0.646 0.356
H 0.609 1.081 1.122
H -0.265 0.184 -1.730
H -0.176 2.805 -1.267
H 1.448 2.505 -0.631
H 0.965 2.343 -2.386
H 2.616 0.299 -1.120
H 1.746 -0.511 -2.330

---

Entry 4:
A molecular structure, C24H50NO8PdS3 in a non-equilibrium geometry, computed with ωB97M-V/def2-TZVPD.

Values from the calculation:
Energy above the lowest of the compared OMol25 structures with the same formula, charge and spin   85.1 kcal per mole
Spin multiplicity   3
Net charge   +1
LUMO energy (alpha / beta)   -6.75 / -8.10 eV
<S²>   2.006

Cartesian coordinates (Å):
Pd -0.447 6.472 4.594
C 1.741 2.169 1.180
C 0.317 2.271 1.772
C -0.491 0.947 1.612
O 0.242 2.849 3.072
H 2.508 1.858 1.890
H 2.213 3.121 0.935
H 1.830 1.604 0.253
H -0.182 2.910 1.044
H -1.569 0.999 1.460
H -0.306 0.314 2.480
H -0.099 0.476 0.710
C 5.201 -3.253 3.229
C 6.274 -1.952 3.474
C 6.378 -1.645 4.970
S 4.675 -2.047 5.677
O 4.012 -0.700 5.931
O 4.681 -3.176 6.664
C 3.997 -2.668 3.984
H 5.541 -4.216 3.607
H 5.048 -3.265 2.150
H 6.070 -1.046 2.904
H 7.258 -2.257 3.116
H 6.364 -0.600 5.280
H 6.998 -2.147 5.712
H 3.770 -1.832 3.322
H 3.149 -3.329 4.160
C -3.634 -3.567 6.835
C -2.961 -2.669 7.898
C -3.503 -1.237 7.660
S -5.247 -1.438 7.106
O -5.363 -0.774 5.817
O -6.216 -1.118 8.207
C -5.099 -3.217 6.961
H -3.319 -4.589 7.049
H -3.204 -3.377 5.852
H -1.896 -2.644 7.667
H -3.203 -2.850 8.945
H -3.197 -0.686 6.770
H -3.341 -0.460 8.407
H -5.934 -3.779 6.541
H -5.407 -3.375 7.995
C 2.783 7.812 -1.897
C 1.354 7.173 -1.966
C 0.357 8.122 -1.266
S 1.336 9.016 0.142
O 0.796 8.506 1.414
O 1.468 10.465 -0.186
C 2.865 8.194 -0.389
H 2.674 8.663 -2.569
H 3.525 7.074 -2.200
H 1.293 6.225 -1.431
H 1.223 7.084 -3.045
H -0.441 7.679 -0.670
H -0.079 8.937 -1.844
H 2.780 7.252 0.152
H 3.780 8.706 -0.092
C -2.834 -4.327 -6.959
C -2.857 -2.991 -6.237
C -2.750 -3.317 -4.641
C -1.335 -3.518 -4.167
C -0.496 -2.320 -4.563
C -0.531 -1.839 -6.088
N -1.934 -1.914 -6.651
O -1.926 -1.595 -8.023
C 0.002 -0.373 -6.160
C 0.440 -2.835 -6.737
C -4.248 -2.388 -6.418
H -1.842 -4.748 -6.793
H -2.954 -4.269 -8.041
H -3.544 -5.103 -6.674
H -3.212 -2.485 -4.110
H -3.291 -4.169 -4.229
H -0.950 -4.481 -4.502
H -1.499 -3.532 -3.089
H 0.518 -2.658 -4.348
H -0.777 -1.517 -3.881
H -0.392 0.324 -6.899
H 0.000 0.031 -5.147
H 0.965 -0.326 -6.670
H 0.193 -3.003 -7.786
H 1.445 -2.416 -6.683
H 0.539 -3.821 -6.284
H -4.415 -1.483 -5.834
H -5.017 -3.048 -6.016
H -4.601 -2.218 -7.435
H -2.060 -0.645 -7.981

---

Entry 5:
2 unconnected molecules or ions with the total composition C6H16 in a non-equilibrium geometry, computed with ωB97M-V/def2-TZVPD.

Values from the calculation:
Energy above the lowest of the compared OMol25 structures with the same formula, charge and spin   11.8 kcal per mole
Net charge   0
LUMO energy   1.06 eV
Structure (SMILES)   CC(C)C.CC

Cartesian coordinates (Å):
C -0.169 0.758 -2.883
C -0.309 0.154 -1.444
C -1.667 0.487 -0.900
C 0.020 -1.340 -1.537
H 0.508 0.220 -3.546
H 0.213 1.781 -2.874
H -1.159 0.743 -3.351
H 0.486 0.697 -0.941
H -1.959 1.507 -1.133
H -2.454 -0.151 -1.333
H -1.847 0.278 0.156
H 1.100 -1.500 -1.505
H -0.345 -1.878 -0.656
H -0.375 -1.751 -2.459
C 1.762 0.131 3.050
C 0.271 -0.057 3.045
H 2.207 -0.594 3.742
H 2.219 -0.100 2.089
H 2.112 1.106 3.375
H -0.300 0.551 2.338
H -0.313 0.050 3.968
H -0.001 -1.091 2.799

---

Entry 6:
A molecular structure, C21H44BBrF3O18SV in a non-equilibrium geometry, computed with ωB97M-V/def2-TZVPD.

Values from the calculation:
Spin multiplicity   2
Net charge   -1
LUMO energy (alpha / beta)   1.74 / 1.84 eV
<S²>   0.799

Cartesian coordinates (Å):
O 19.162 -14.500 -4.981
V 19.208 -13.952 -3.482
Br 20.542 -16.042 -2.532
C 19.936 -13.607 1.070
F 19.729 -13.034 2.287
F 21.282 -13.764 0.980
F 19.332 -14.837 0.954
S 19.229 -12.313 -0.232
O 17.864 -11.990 0.164
O 20.103 -11.133 -0.184
O 19.252 -13.052 -1.527
O 17.895 -21.449 -9.352
C 17.285 -20.678 -8.576
O 17.399 -19.386 -8.562
B 16.348 -18.806 -7.681
O 15.555 -19.991 -7.195
C 16.151 -21.074 -7.630
O 15.817 -22.220 -7.401
O 15.565 -17.789 -8.425
C 15.555 -16.670 -7.791
O 15.012 -15.565 -8.118
C 16.515 -16.791 -6.546
O 16.890 -18.075 -6.519
O 16.816 -15.902 -5.727
C 23.512 -15.600 -6.603
C 22.363 -16.604 -6.850
O 21.291 -15.883 -7.346
C 20.066 -16.597 -7.563
C 19.180 -15.869 -8.601
H 24.431 -16.162 -6.434
H 23.615 -14.858 -7.395
H 23.239 -15.081 -5.685
H 22.619 -17.434 -7.508
H 22.006 -17.053 -5.923
H 20.262 -17.568 -8.017
H 19.541 -16.686 -6.611
H 18.769 -14.939 -8.209
H 18.308 -16.480 -8.833
H 19.829 -15.666 -9.454
C 23.269 -13.221 -3.491
C 22.020 -12.412 -3.145
C 22.342 -10.941 -3.287
O 20.995 -12.771 -4.060
H 24.008 -12.970 -2.730
H 23.790 -12.983 -4.419
H 23.094 -14.296 -3.512
H 21.725 -12.611 -2.115
H 22.488 -10.682 -4.336
H 23.224 -10.661 -2.711
H 21.509 -10.348 -2.909
H 21.272 -12.471 -4.929
C 20.953 -10.855 -7.457
C 20.958 -12.349 -7.870
C 22.128 -12.589 -8.815
O 21.174 -13.197 -6.742
H 21.887 -10.532 -6.999
H 20.213 -10.646 -6.685
H 20.646 -10.185 -8.261
H 20.012 -12.643 -8.325
H 23.079 -12.467 -8.296
H 22.153 -11.810 -9.577
H 22.153 -13.612 -9.188
H 21.180 -14.098 -7.073
C 15.466 -12.239 -6.900
C 16.813 -12.741 -7.330
O 17.705 -11.791 -6.816
H 15.218 -11.315 -7.423
H 15.392 -12.138 -5.817
H 14.775 -13.052 -7.122
H 16.831 -12.883 -8.410
H 17.033 -13.711 -6.884
H 17.604 -11.001 -7.352
C 18.472 -10.141 -3.169
C 17.463 -11.244 -3.417
O 18.011 -12.209 -4.230
H 18.663 -9.620 -4.107
H 19.399 -10.556 -2.772
H 18.007 -9.447 -2.469
H 16.596 -10.782 -3.889
H 17.139 -11.695 -2.478
H 17.815 -11.953 -5.134
C 16.339 -15.687 -0.771
C 16.653 -15.822 -2.253
O 17.080 -14.591 -2.834
H 15.874 -14.751 -0.462
H 17.320 -15.726 -0.299
H 15.758 -16.569 -0.500
H 15.720 -16.126 -2.727
H 17.432 -16.577 -2.360
H 16.277 -14.070 -2.909

---

Entry 7:
A molecular structure, C17H14Cl2IIrN2O5S in a non-equilibrium geometry, computed with ωB97M-V/def2-TZVPD.

Values from the calculation:
Energy above the lowest of the compared OMol25 structures with the same formula, charge and spin   42.7 kcal per mole
Spin multiplicity   2
Net charge   +1
LUMO energy (alpha / beta)   -5.08 / -6.10 eV
<S²>   0.759

Cartesian coordinates (Å):
Ir 0.277 0.670 0.048
O -0.457 2.710 3.381
C -0.539 1.685 2.776
O -0.612 1.733 1.414
C -0.614 0.320 3.422
C -1.542 -0.652 2.672
C -1.844 -1.879 3.520
C -0.496 -2.634 3.469
C 0.336 -1.718 2.579
O -0.647 -1.179 1.662
C 0.755 -0.457 3.351
C 1.826 0.335 2.643
O 2.715 0.920 3.183
O 1.775 0.337 1.281
H -0.928 0.478 4.451
H -2.396 -0.181 2.191
H -2.153 -1.609 4.529
H -2.640 -2.464 3.065
H -0.036 -2.763 4.447
H -0.607 -3.616 3.014
H 1.134 -2.193 2.015
H 1.136 -0.689 4.343
Cl -0.722 2.311 -1.333
C -1.352 1.409 -2.708
C -1.793 2.094 -3.817
C -2.299 1.342 -4.871
C -2.352 -0.042 -4.799
C -1.898 -0.696 -3.665
Cl -1.959 -2.415 -3.579
C -1.382 0.026 -2.587
S -0.870 -0.787 -1.109
H -1.747 3.172 -3.863
H -2.654 1.844 -5.760
H -2.741 -0.623 -5.622
I 4.007 0.120 -4.942
C 3.259 0.431 -3.055
C 3.945 0.844 -1.929
N 3.064 0.911 -0.928
N 1.836 0.558 -1.339
C 1.941 0.259 -2.634
H 4.984 1.080 -1.776
H 3.201 1.066 0.067
H 1.088 -0.058 -3.207

---

Entry 8:
7 unconnected molecules or ions with the total composition C4H23N3O6 in a non-equilibrium geometry, computed with ωB97M-V/def2-TZVPD.

Values from the calculation:
Energy above the lowest of the compared OMol25 structures with the same formula, charge and spin   0.0 kcal per mole
Spin multiplicity   2
Net charge   +1
LUMO energy (alpha / beta)   -3.34 / -6.76 eV
<S²>   0.756

Cartesian coordinates (Å):
C -0.380 0.824 -3.159
C -1.738 0.364 -2.689
C -1.877 -0.593 -1.533
C -0.974 -0.546 -0.504
N -1.239 -1.300 0.653
N -2.903 -1.573 -1.600
N 0.548 -0.293 -3.562
H 0.232 1.404 -2.438
H -0.479 1.663 -3.952
H -2.280 1.372 -2.497
H -2.271 -0.096 -3.605
H -0.167 0.208 -0.485
H -0.777 -1.040 1.522
H -1.153 -2.275 0.395
H -2.920 -2.271 -0.867
H -2.990 -1.985 -2.501
H 0.325 -0.436 -4.544
H 0.656 -1.189 -3.109
H 2.803 0.929 0.323
H 3.438 -0.307 1.045
O 3.435 0.649 1.012
H 0.383 2.225 1.429
H -0.247 3.506 0.717
O 0.570 3.047 0.950
H -2.013 -0.656 2.896
H -1.077 0.201 3.779
O -1.324 -0.710 3.566
H 2.466 0.350 -1.892
H 1.407 -0.573 -1.044
O 1.776 0.286 -1.220
H 1.490 2.256 3.384
H 1.927 1.077 2.602
O 1.154 1.387 3.110
H 0.407 -1.930 3.287
H 1.992 -2.192 3.020
O 1.159 -1.851 2.706

---

Entry 9:
A molecular structure, C7H7NO in a non-equilibrium geometry, computed with ωB97M-V/def2-TZVPD.

Values from the calculation:
Energy above the lowest of the compared OMol25 structures with the same formula, charge and spin   89.0 kcal per mole
Net charge   0
LUMO energy   0.02 eV

Cartesian coordinates (Å):
C -1.870 0.253 -0.627
C -1.408 1.598 -0.663
C -1.112 -0.888 -0.531
C 0.029 1.840 -0.417
C 0.228 -0.692 -0.292
C 0.738 0.648 -0.264
C 1.547 -1.107 0.217
N 2.026 0.188 0.171
O 0.471 -1.572 1.896
H -2.878 0.109 -0.839
H -2.116 2.363 -0.847
H -1.672 -1.806 -0.485
H 0.467 2.888 -0.439
H 2.048 -2.108 0.306
H 2.646 0.761 0.698
H 0.858 -2.477 2.118

---

Q: Which of these has the lowest net charge?
A: C21H44BBrF3O18SV

---

Q: What is the formula in the fifth record?
A: C6H16

---

Q: Which value of net charge does entry 1 give?
A: 0

---

Q: Which formula does entry 9 have?
A: C7H7NO